# 1
Here is 11 unconnected molecules or ions with the total composition C32H65Cl20FINO3S from the Open Molecules 2025 dataset. Energies are from the ωB97M-V functional and the def2-TZVPD basis.

* LUMO energy: 0.33 eV
* Kohn-Sham gap: 9.28 eV
* HOMO energy: -8.95 eV
* molar mass: 1398.905 g mol⁻¹
* electronic energy: -11538.34318 hartree
* structure (SMILES): CC[C@@H](I)N(CCCCCCCCOC)S(=O)(=O)F.ClCCCl.ClCCCl.ClCCCl.ClCCCl.ClCCCl.ClCCCl.ClCCCl.ClCCCl.ClCCCl.ClCCCl

CARTESIAN COORDINATES (ANGSTROEM)
Cl  -5.85127  4.29275  -1.51892
C  -0.31302  -5.30299  -0.15404
H  -11.22895  4.09749  2.96636
Cl  -8.03371  8.64473  -0.72255
H  0.10287  1.39830  2.34499
H  12.62622  -2.88198  4.51112
C  12.80758  2.09638  -1.72874
H  -2.01785  -4.70814  0.98472
C  0.73614  -4.77119  -1.15254
H  -5.13652  6.42003  0.30381
H  -6.63035  1.84943  -1.36548
Cl  -4.69056  -1.27025  -1.03814
H  -3.31759  -8.72445  1.47243
C  -6.34151  0.90723  -0.90870
H  -7.46247  4.43949  0.19041
H  0.20371  -5.66913  0.73811
H  0.15266  -2.64877  0.40891
H  12.78925  2.89977  -3.70608
H  -11.02630  4.23968  -0.08769
H  -2.73140  -2.30306  0.85074
H  14.51100  -3.18735  2.85372
C  -0.71827  -3.02815  0.94828
Cl  -6.07111  7.54750  -3.32000
C  -9.31130  6.97835  6.12686
Cl  -1.18869  -8.69414  0.46775
H  -9.37323  4.94276  5.48485
H  2.07487  -4.42665  0.46860
H  12.97069  -3.88575  2.33281
H  -3.03414  -10.14328  0.45342
H  2.57986  -5.77586  -0.50594
I  4.80297  -3.70862  1.47012
H  4.11495  -4.19772  -1.31035
H  10.52461  -1.53850  0.68143
H  9.84477  0.12760  -1.10273
C  13.49006  -2.95678  2.56172
H  -9.25002  6.10158  4.15561
H  1.58352  -3.85992  -6.45616
H  -1.91513  -3.92607  -0.59587
H  -12.54440  4.32817  0.81705
C  -6.61144  9.46065  -1.42722
H  -0.37294  -3.34005  1.93881
H  4.67316  -0.05170  0.03572
O  -1.29315  0.50172  1.18281
C  -9.69832  5.91889  5.12908
C  12.07642  2.52690  -2.97285
Cl  13.64344  -0.78800  4.21866
Cl  -9.63135  8.62294  5.51816
C  3.09527  -3.81496  -1.28924
H  0.70929  0.85787  0.76701
H  -0.66224  -0.76022  -0.34405
H  -5.69347  9.85857  -3.30636
H  0.19857  -3.38135  -7.44928
H  11.35225  3.30765  -2.75587
C  -1.32855  -4.25696  0.26765
H  11.77104  -1.89530  3.31724
C  -6.49124  9.23168  -2.91152
C  -3.68122  -8.42231  -0.63176
H  -5.84021  -0.11610  -2.73829
C  -0.06526  -3.11515  -5.32817
H  2.77360  -3.75442  -2.32114
C  9.87589  -0.68915  0.87975
H  10.48331  0.12139  1.26994
H  -7.41722  9.47761  -3.42470
Cl  -11.26133  6.28168  1.05649
H  13.42122  2.91418  -1.35541
F  1.70840  -1.95738  -2.62178
C  2.14821  -4.77585  -0.56325
H  -5.90378  1.11235  0.06516
C  4.26314  -0.75321  0.76504
Cl  11.67131  1.64776  -0.42791
Cl  8.28294  -1.61908  -1.14329
H  3.23154  -0.46075  0.94900
C  -2.93426  -9.06083  0.51278
Cl  -9.09243  3.86769  2.02723
C  4.32184  -2.13523  0.09012
C  -1.50667  -0.62190  0.33984
H  -4.71137  -8.77467  -0.63212
Cl  -0.03609  -5.55262  -6.56770
H  -3.22561  -8.66865  -1.58734
C  -5.37137  0.18946  -1.80666
H  4.57177  -1.03523  2.90911
H  0.38958  -0.32757  2.06951
H  -4.53466  0.84943  -2.03235
O  1.86620  -0.26451  -0.97746
Cl  -7.84081  -0.03199  -0.64742
H  6.08529  -0.91343  1.96362
H  0.72896  -5.42248  -2.02919
C  0.04913  0.60433  1.60207
Cl  13.55888  -2.01004  1.05144
C  9.14220  -0.25620  -0.36870
Cl  -5.06505  4.58607  1.78443
H  -9.85231  6.85937  7.06192
H  0.48975  -3.74812  -1.43952
C  -11.47396  4.52051  0.86232
C  5.05750  -0.57326  2.05280
Cl  11.20071  1.16828  -3.72506
Cl  -3.73553  -6.64565  -0.49629
H  -1.84420  -1.62391  2.19849
H  -8.24303  6.91273  6.32533
H  -7.36256  5.91684  -0.77285
H  -2.39446  -0.38504  -0.24590
H  -11.11976  2.68743  1.89725
C  -10.87329  3.74257  2.00336
Cl  8.74064  -1.15163  2.18024
H  0.13406  -3.64777  -4.40115
H  -6.50615  6.40786  1.42831
O  3.77845  -0.76375  -2.42097
H  -6.73513  10.52487  -1.23510
H  -5.72853  9.10895  -0.89936
H  8.40842  0.51731  -0.15334
C  0.49643  -3.85168  -6.51600
Cl  -11.46688  5.82840  4.89715
C  -1.75910  -1.90608  1.14999
S  2.67303  -1.21318  -1.64959
C  -5.89612  5.79461  0.76686
H  5.09501  0.49788  2.26688
H  -0.82996  -6.15149  -0.59299
N  3.07464  -2.46490  -0.64726
C  -6.78157  5.15125  -0.26294
Cl  -1.82766  -2.88059  -5.45078
H  13.44585  1.23699  -1.91560
C  12.75193  -2.22432  3.65295
H  0.38478  -2.12562  -5.26696
H  5.14826  -2.13289  -0.62176

=====

# 2
Here is 10 unconnected molecules or ions with the total composition C32H65ClN6O14 at a distorted geometry from the Open Molecules 2025 dataset. Energies are from the ωB97M-V functional and the def2-TZVPD basis.

* total charge: -4
* LUMO energy: 7.09 eV
* Kohn-Sham gap: 5.09 eV
* energy above the lowest of the compared OMol25 structures with the same formula, charge and spin: 0.0 kcal/mol
* HOMO energy: 2.00 eV
* molar mass: 793.353 g mol⁻¹
* electronic energy: -3099.83155 hartree

CARTESIAN COORDINATES (ANGSTROEM)
C  16.08611  6.98000  -11.39436
C  10.72769  3.44295  -7.98306
H  17.54033  3.75037  -16.94388
H  12.68458  5.39166  -11.22008
O  16.26590  1.55793  -10.70304
C  11.16113  4.12481  -10.24342
H  14.18905  4.02946  -13.61958
H  13.03819  9.41581  -15.11116
C  9.37255  6.03832  -18.16435
C  13.77324  10.57076  -17.66641
H  17.99629  9.08461  -18.32745
C  8.53459  5.48836  -15.75113
H  12.76708  2.10489  -10.22559
O  16.94649  2.93805  -12.45353
H  18.61422  7.21762  -8.95967
O  15.92480  6.73841  -12.63843
H  13.54400  -0.23932  -19.65639
O  12.12733  5.92726  -15.64449
C  12.29245  2.24455  -9.25433
H  10.05825  2.66934  -19.36179
O  14.76023  2.00201  -12.52064
H  16.84914  3.68347  -19.18588
H  16.35716  10.98510  -17.76442
Cl  15.83161  2.49926  -11.67831
C  13.26735  1.81322  -8.14295
H  17.28721  5.26339  -18.78499
N  18.10995  5.36831  -14.13944
H  8.83430  2.04391  -17.35184
C  12.93370  0.22522  -20.43087
H  10.13477  5.51012  -14.25782
O  16.23955  5.10055  -16.06455
H  17.74659  5.77987  -13.29169
H  12.32086  0.64494  -17.15430
H  9.63661  4.70439  -6.53868
H  9.22927  6.25478  -19.21269
H  10.67390  5.08658  -10.08306
H  14.02041  11.62848  -17.57565
H  14.08738  7.54969  -11.30386
H  13.52372  0.99527  -20.92786
H  10.14373  1.31052  -16.61479
N  11.75445  3.58631  -8.99920
O  18.38989  6.01807  -11.10156
C  10.15136  4.78410  -7.49616
O  15.33362  3.60085  -10.86478
C  14.06800  9.13762  -14.88711
O  16.68313  8.62916  -7.71021
C  11.61401  0.75857  -19.81484
H  15.00824  6.42081  -16.59604
C  16.52988  4.13522  -17.08168
C  15.12540  7.87660  -9.40627
H  17.66909  9.22967  -16.62048
C  16.08576  9.94706  -17.95654
H  14.93756  4.88500  -14.84308
C  15.09611  9.94659  -15.73859
C  13.23026  10.22731  -19.05162
C  17.20616  9.00337  -17.58099
H  14.63843  5.66423  -13.48746
N  14.85622  9.66750  -17.16283
H  13.67757  3.33754  -17.35694
C  17.69566  7.42131  -9.48991
H  11.03997  -0.03965  -19.34429
H  11.03691  2.86123  -7.11468
C  13.11967  2.59558  -16.78567
H  11.63792  4.62025  -12.38482
C  16.58350  8.06962  -8.81227
H  12.66670  -0.52363  -21.17655
H  9.47175  5.28442  -8.18603
H  14.67290  6.34088  -18.10599
H  16.90172  7.95686  -17.56505
H  12.32945  10.81967  -19.21207
H  10.97676  5.43773  -7.21404
O  11.58115  6.21121  -18.59499
H  15.89033  3.25904  -16.97496
C  10.65728  6.10772  -17.66430
H  14.20427  2.35026  -8.29085
H  10.69858  3.33738  -17.94676
C  17.41766  6.81456  -10.68874
H  16.04969  9.53901  -15.40292
H  9.51089  0.58726  -18.10919
H  13.89208  10.21116  -19.91755
H  17.35624  5.31927  -14.80998
H  11.07602  1.17446  -20.66672
C  9.92298  5.63278  -15.30973
H  12.87661  2.13059  -7.17615
H  14.59641  7.84332  -17.44802
C  12.12400  4.47840  -11.41957
H  13.35928  5.17422  -14.40515
H  15.90640  9.79279  -19.02056
H  13.75667  1.05001  -18.02150
N  14.28132  4.92551  -14.07640
H  18.44628  4.43975  -13.92787
H  12.92691  9.18375  -18.96753
O  7.61637  5.10841  -14.95421
H  18.85827  5.97663  -14.43954
H  12.94197  10.41949  -16.97778
O  15.32475  5.06463  -19.21840
O  7.06719  5.77773  -17.65152
H  11.52827  1.47056  -9.18316
C  10.62750  2.38719  -18.47610
C  12.77984  1.44236  -17.73873
H  13.79564  2.27668  -15.99228
C  16.48200  4.54549  -18.62891
H  14.11725  8.05007  -14.94109
H  9.81962  3.01368  -8.40642
C  9.75714  1.52500  -17.61110
H  13.43980  6.67739  -17.09012
H  12.23573  3.03885  -16.32714
N  11.89564  1.82757  -18.88538
H  12.82665  3.66471  -11.59928
C  15.00945  7.43626  -10.75313
H  14.21716  9.32688  -13.82408
O  14.13397  7.83805  -8.62532
C  10.93177  5.90886  -16.16461
H  15.09770  11.02323  -15.56848
C  8.23414  5.83593  -17.28700
H  13.45360  0.74494  -8.03259
N  14.41374  6.86398  -17.28180
H  10.42140  3.44844  -10.67170

=====

Question: Among the records above, which one has the lowest HOMO energy?
Answer: C32H65Cl20FINO3S

=====

Question: The lowest LUMO energy belongs to which entry?
Answer: C32H65Cl20FINO3S